# 1
10
Properties=species:S:1:pos:R:3:forces:R:3 method="wB97M-V/def2-TZVPD" orbital_gap_ev=11.23 total_charge=0
H 1.307746 -2.224344 0.078266 -0.1 -1.1 0.4
N 1.547183 -1.272083 0.239640 0.7 2.3 -0.1
N 1.119725 -0.890656 1.367975 -1.5 -3.9 -1.6
O 1.059808 0.227368 1.792687 0.4 1.2 0.8
H 0.626365 -1.717479 1.849048 0.5 1.5 0.5
F -1.852512 0.472875 -0.173594 0.7 -0.1 0.1
C -1.077198 1.197984 -0.970364 -0.2 -0.4 -3.0
F -0.838006 0.487977 -2.161334 -0.2 0.1 1.6
F -1.812800 2.231168 -1.394782 0.2 0.4 0.6
H -0.080312 1.487189 -0.627542 -0.5 -0.1 0.7

***

# 2
12
Properties=species:S:1:pos:R:3:forces:R:3 method="wB97M-V/def2-TZVPD" orbital_gap_ev=11.55 total_charge=0
C -0.029425 0.024753 0.000803 0.6 0.4 0.0
S 1.506895 0.940988 -0.038813 -0.1 -0.4 0.1
O 1.524600 1.942127 0.973738 -0.1 0.0 0.2
O 1.855051 1.308196 -1.374798 0.0 -0.1 -0.3
O 2.440710 -0.264481 0.407879 4.1 -0.2 -0.7
Si 4.310624 -0.299383 0.024099 -3.6 0.1 0.6
F 4.512611 -0.961394 -1.380331 -0.1 0.1 0.3
F 4.932607 1.131828 0.063802 -0.2 -0.1 0.0
F 4.944774 -1.194865 1.142596 -0.3 0.1 -0.2
H -0.017006 -0.656647 -0.836807 0.0 -0.2 -0.2
H -0.053327 -0.506935 0.942061 -0.1 -0.1 0.2
H -0.849197 0.726277 -0.067696 -0.1 0.2 -0.1

***

# 3
9
Properties=species:S:1:pos:R:3:forces:R:3 method="wB97M-V/def2-TZVPD" orbital_gap_ev="8.14 / 8.55" total_charge=+1
C -0.133881 0.338732 -0.357962 -1.6 -4.0 -1.7
O -1.181898 0.551379 0.438812 -4.1 0.6 0.8
F -4.203979 0.646820 -1.172489 1.0 -0.6 0.5
F -3.734519 -1.476895 -0.001526 0.7 1.2 -0.4
F -4.076942 0.548911 1.202333 0.8 -0.1 -0.4
P -3.353155 0.024950 -0.042372 0.0 0.2 0.7
H 0.547626 0.131236 0.437228 1.5 -0.4 0.8
H 0.167348 1.072381 -1.041171 0.2 1.2 -0.9
H -0.354001 -0.737432 -0.821648 1.4 1.9 0.5

***

# 4
9
Properties=species:S:1:pos:R:3:forces:R:3 method="wB97M-V/def2-TZVPD" multiplicity=3 orbital_gap_ev="9.11 / 8.77" total_charge=+1
C 0.136443 -0.099894 0.158206 1.2 3.3 0.6
O 0.411885 -0.105126 1.532515 4.2 -1.7 -4.6
F -0.494807 -0.513626 3.979114 0.2 -1.5 2.0
F -1.956040 1.025885 2.656896 -2.2 0.4 0.5
F -1.716386 -1.276935 2.101520 -0.2 -1.0 -0.4
P -0.913076 -0.102344 2.608405 -2.3 3.7 2.2
H -0.148756 -1.040033 -0.161136 -1.0 -2.9 -0.7
H 1.007620 0.201340 -0.441156 -0.1 -0.1 0.5
H -0.767622 0.539837 0.001942 0.2 -0.3 0.0

***

Per-record ΔE to the lowest compared entry with this formula, charge and spin, kcal per mole: 2.2; 12.8; 96.7; 0.0